[1]
# CH5O4PSi

A structure of composition CH5O4PSi (ωB97M-V/def2-TZVPD, the Open Molecules 2025 dataset).

Values from the calculation:
Orbital gap (eV): 7.10
Energy relative to the best compared isomer or geometry (same formula, charge and spin) (kJ/mol): 194.1
Strongest force on any atom (eV Å⁻¹): 4.54
Net charge: -2
2S+1: 1

Element x y z (Å)
1 C -0.372 0.800 0.318
2 O 3.255 -2.148 -0.716
3 O 1.356 -3.133 -2.120
4 O 2.683 -1.102 -2.991
5 O -0.918 -0.447 -2.230
6 Si -0.132 -0.723 -0.926
7 P 2.230 -1.973 -1.811
8 H -0.109 0.571 1.416
9 H -0.006 1.772 0.177
10 H -1.424 1.025 0.411
11 H 1.500 -0.948 -0.970
12 H -0.796 -1.898 -0.134

Atomic forces in eV per Å
0.23 -1.85 2.19
-0.25 0.08 0.33
-0.93 -0.09 0.31
-0.83 -0.57 1.42
0.18 0.22 -0.28
-1.73 0.27 0.49
3.63 -0.54 -2.67
-0.01 -0.01 -1.33
1.28 1.32 -0.82
-0.85 -0.49 -0.36
-1.69 1.06 0.82
0.97 0.58 -0.10

[2]
# H18O9

A cluster of 9 separate species, H18O9 in total (ωB97M-V/def2-TZVPD, the Open Molecules 2025 dataset).

Values from the calculation:
Orbital gap (spin up / spin down) (eV): 2.75 / 10.06
Energy relative to the best compared isomer or geometry (same formula, charge and spin) (kJ/mol): 88.6
Strongest force on any atom (eV Å⁻¹): 1.17
Net charge: -1
2S+1: 2

Element x y z (Å)
1 O -1.477 3.913 0.884
2 H -1.795 3.802 1.780
3 H -1.228 3.031 0.607
4 O 2.057 -3.056 1.744
5 H 2.983 -3.041 1.504
6 H 2.057 -3.128 2.699
7 O -1.665 1.287 -1.931
8 H -2.201 0.968 -1.205
9 H -0.841 1.551 -1.522
10 O -1.376 -3.442 -0.204
11 H -0.869 -3.778 0.535
12 H -1.519 -2.518 0.004
13 O -2.582 0.780 0.604
14 H -3.397 1.187 0.895
15 H -2.536 -0.042 1.092
16 O 3.110 0.518 -0.638
17 H 2.529 0.004 -0.076
18 H 3.645 1.026 -0.028
19 O 1.142 -2.045 -2.261
20 H 1.703 -2.581 -1.701
21 H 0.755 -1.401 -1.668
22 O -0.147 -0.549 0.314
23 H 0.379 -0.729 1.093
24 H -0.746 0.146 0.584
25 O 0.422 2.420 -0.926
26 H 0.352 3.010 -1.677
27 H 1.244 2.668 -0.502

Atomic forces in eV per Å
-0.07 0.58 0.03
-0.09 -0.09 0.24
0.17 -0.43 -0.28
-0.35 -0.04 -0.31
0.37 0.06 -0.13
-0.09 0.06 0.40
-0.54 -0.02 -1.03
-0.12 -0.11 0.19
0.13 -0.36 0.21
-0.35 -0.53 -0.21
0.24 0.04 0.19
0.22 0.48 0.00
0.11 0.33 -0.18
-0.42 0.34 0.20
-0.08 -0.70 0.43
0.30 0.22 -0.38
-0.47 -0.22 0.19
0.16 0.08 0.24
0.26 -0.12 -0.51
0.00 -0.12 0.18
-0.37 0.28 0.34
0.19 -0.48 -0.55
0.29 -0.27 0.57
-0.06 0.58 0.02
0.32 0.40 0.22
-0.10 0.31 -0.27
0.33 -0.26 0.22

[3]
# C24H23F7N4O3

The molecule C24H23F7N4O3 (ωB97M-V/def2-TZVPD, the Open Molecules 2025 dataset).

Values from the calculation:
Orbital gap (eV): 9.21
Strongest force on any atom (eV Å⁻¹): 0.76
2S+1: 1
Structure (SMILES): C[C@H](c1nc(=O)[nH][nH]1)N1CCO[C@H](O[C@H](C)c2cc(C(F)(F)F)cc(C(F)(F)F)c2)[C@H]1c1ccc(F)cc1

Element x y z (Å)
1 C -3.118 -1.324 2.707
2 C -2.254 -2.016 1.654
3 C -0.811 -1.642 1.825
4 N -0.361 -0.427 1.923
5 C 1.012 -0.481 1.961
6 O 1.810 0.418 2.043
7 N 1.363 -1.836 1.846
8 N 0.184 -2.560 1.849
9 N -2.725 -1.698 0.312
10 C -2.187 -2.563 -0.721
11 C -2.822 -2.192 -2.055
12 O -2.581 -0.838 -2.416
13 C -2.020 -0.054 -1.411
14 O -0.634 -0.262 -1.281
15 C 0.205 0.567 -2.076
16 C 0.304 0.075 -3.521
17 C 1.545 0.579 -1.379
18 C 2.243 -0.606 -1.199
19 C 3.451 -0.607 -0.516
20 C 4.182 -1.910 -0.365
21 F 5.162 -1.879 0.542
22 F 4.741 -2.316 -1.520
23 F 3.360 -2.917 0.010
24 C 3.982 0.563 0.004
25 C 3.272 1.739 -0.172
26 C 3.813 3.040 0.358
27 F 4.397 3.756 -0.632
28 F 4.746 2.885 1.299
29 F 2.863 3.832 0.864
30 C 2.067 1.753 -0.859
31 C -2.651 -0.279 -0.019
32 C -4.007 0.384 0.046
33 C -4.073 1.758 0.250
34 C -5.290 2.411 0.296
35 C -6.446 1.669 0.137
36 F -7.641 2.297 0.179
37 C -6.412 0.301 -0.054
38 C -5.185 -0.336 -0.098
39 H -2.935 -0.255 2.704
40 H -2.880 -1.712 3.693
41 H -4.167 -1.507 2.492
42 H -2.349 -3.104 1.768
43 H 2.218 -2.255 2.172
44 H 0.169 -3.511 1.516
45 H -2.453 -3.597 -0.479
46 H -1.092 -2.485 -0.813
47 H -2.417 -2.820 -2.855
48 H -3.907 -2.340 -2.004
49 H -2.211 0.984 -1.723
50 H -0.209 1.587 -2.075
51 H -0.692 0.038 -3.957
52 H 0.926 0.753 -4.099
53 H 0.736 -0.921 -3.558
54 H 1.838 -1.533 -1.573
55 H 4.910 0.556 0.553
56 H 1.528 2.683 -0.967
57 H -1.971 0.233 0.676
58 H -3.161 2.320 0.385
59 H -5.352 3.476 0.457
60 H -7.335 -0.247 -0.166
61 H -5.135 -1.405 -0.230

Atomic forces in eV per Å
0.19 -0.20 -0.10
-0.30 -0.01 0.06
0.52 -0.33 0.09
-0.66 0.29 0.21
0.46 -0.60 -0.11
0.25 0.36 0.27
-0.26 0.04 -0.22
0.06 -0.04 0.32
0.15 -0.19 -0.09
0.03 -0.07 -0.25
0.04 -0.31 0.04
-0.07 0.03 -0.05
-0.06 0.43 0.19
-0.03 -0.11 0.09
0.15 0.06 -0.26
-0.24 0.15 0.33
-0.07 0.13 0.05
0.15 0.14 0.08
0.06 -0.06 0.00
0.05 -0.18 -0.16
0.15 0.26 0.22
0.02 0.08 -0.19
-0.22 -0.10 0.02
-0.18 0.05 -0.13
0.11 0.07 0.01
0.17 0.24 -0.27
0.02 -0.04 -0.18
0.12 -0.28 0.22
-0.32 -0.03 0.11
0.18 -0.16 0.03
0.05 0.33 -0.25
-0.02 0.03 0.02
-0.09 -0.21 -0.05
-0.24 0.05 -0.03
0.13 -0.07 0.00
0.06 -0.03 0.01
-0.16 0.22 0.00
0.09 0.15 -0.01
0.00 0.14 0.04
0.04 0.02 0.14
-0.08 -0.04 -0.02
0.04 0.09 0.00
-0.10 0.06 0.09
-0.08 0.16 -0.12
0.02 0.02 -0.06
-0.10 -0.14 0.01
-0.06 0.02 0.11
0.10 -0.05 0.01
0.07 -0.18 0.11
0.10 -0.11 0.04
-0.03 -0.01 -0.10
0.09 0.05 -0.09
0.06 -0.12 -0.01
-0.05 -0.13 -0.05
0.04 0.00 0.04
-0.09 0.09 0.00
-0.22 -0.02 -0.23
0.13 0.10 0.03
-0.04 0.11 0.02
-0.11 -0.03 -0.01
0.00 -0.10 0.01

[4]
# C29H22FGeIrOS4

A structure of composition C29H22FGeIrOS4 (ωB97M-V/def2-TZVPD, the Open Molecules 2025 dataset).

Values from the calculation:
Orbital gap (spin up / spin down) (eV): 4.89 / 4.80
Energy relative to the best compared isomer or geometry (same formula, charge and spin) (kJ/mol): 9.9
Strongest force on any atom (eV Å⁻¹): 1.11
Net charge: -2
2S+1: 1

Element x y z (Å)
1 Ir 1.745 0.131 -1.986
2 O 7.695 3.672 -2.034
3 C 6.660 3.032 -2.029
4 S 5.060 3.748 -2.185
5 C 4.135 2.259 -2.099
6 C 4.831 1.117 -1.937
7 S 4.108 -0.455 -1.853
8 S 6.577 1.287 -1.824
9 S 2.397 2.309 -2.296
10 C -0.139 0.442 -1.733
11 Ge -0.797 0.538 0.055
12 C -2.795 0.469 0.081
13 C -3.445 0.918 -1.074
14 C -4.830 0.961 -1.166
15 C -5.613 0.547 -0.096
16 C -4.991 0.108 1.064
17 C -3.604 0.079 1.147
18 C -0.016 -0.786 1.291
19 C 1.379 -0.777 1.406
20 C 2.035 -1.652 2.260
21 C 1.310 -2.561 3.021
22 C -0.071 -2.597 2.904
23 C -0.721 -1.719 2.044
24 C -0.429 2.289 0.920
25 C 0.132 2.413 2.188
26 C 0.391 3.661 2.745
27 C 0.091 4.815 2.036
28 C -0.461 4.710 0.765
29 C -0.712 3.460 0.218
30 H -0.907 0.522 -2.512
31 H -2.854 1.232 -1.926
32 H -5.297 1.316 -2.078
33 H -6.694 0.569 -0.165
34 H -5.586 -0.209 1.914
35 H -3.157 -0.236 2.082
36 H 1.964 -0.108 0.782
37 H 3.117 -1.629 2.311
38 H 1.821 -3.252 3.682
39 H -0.649 -3.328 3.460
40 H -1.796 -1.808 1.942
41 H 0.383 1.522 2.753
42 H 0.840 3.729 3.729
43 H 0.302 5.789 2.462
44 H -0.677 5.604 0.191
45 H -1.111 3.397 -0.789
46 F -1.897 -4.999 0.501
47 C -1.079 -4.245 -0.304
48 C -1.647 -3.444 -1.274
49 C -0.812 -2.671 -2.068
50 C 0.582 -2.676 -1.912
51 C 1.475 -1.824 -2.748
52 C 1.098 -3.503 -0.909
53 C 0.282 -4.288 -0.104
54 H -2.723 -3.413 -1.388
55 H -1.246 -2.014 -2.812
56 H 1.050 -1.716 -3.752
57 H 2.440 -2.328 -2.850
58 H 2.169 -3.503 -0.740
59 H 0.691 -4.901 0.689

Atomic forces in eV per Å
-1.09 0.19 0.02
-0.07 -0.06 -0.03
0.16 0.13 0.10
0.03 0.00 -0.04
-0.07 -0.02 0.04
0.01 0.02 0.03
0.00 -0.04 0.03
0.02 0.02 -0.04
0.29 0.15 0.01
0.75 -0.10 -0.28
-0.02 0.12 0.32
0.02 0.01 -0.15
0.00 -0.09 0.01
-0.05 0.00 0.02
0.03 0.00 -0.01
-0.03 0.01 -0.02
0.04 0.06 0.14
0.09 0.02 -0.06
0.00 -0.01 0.04
-0.02 -0.01 0.01
-0.02 0.00 -0.01
0.03 -0.02 0.01
-0.09 -0.05 0.00
0.06 -0.07 -0.04
-0.05 -0.04 0.05
0.00 0.00 0.00
-0.01 0.00 -0.02
0.00 0.01 0.02
0.01 0.03 -0.06
-0.04 -0.16 -0.05
0.02 0.00 0.00
-0.01 0.00 0.00
0.00 0.00 0.00
-0.01 0.00 0.00
0.04 -0.01 -0.01
0.00 0.02 -0.02
0.00 -0.01 0.00
0.00 0.00 0.00
0.01 0.00 0.01
-0.01 0.03 -0.02
0.01 -0.01 -0.02
0.00 0.00 0.00
0.00 0.00 0.00
0.00 0.00 0.00
0.01 -0.02 0.00
0.01 0.00 -0.02
-0.04 0.00 0.03
0.02 -0.01 0.02
0.07 -0.05 -0.01
-0.05 -0.02 0.07
-0.01 -0.09 -0.05
0.01 0.01 -0.02
-0.01 0.00 0.00
-0.01 0.00 0.00
0.00 0.01 0.00
-0.03 0.02 0.03
0.01 0.04 -0.03
0.01 0.01 0.00
0.00 -0.01 0.01